Computed, not measured: a molecular structure, C34H31N6OPPd in a non-equilibrium geometry, with wB97M-V/def2-TZVPD.

## Properties
energy	-59517.8090	eV
LUMO energy (spin up / spin down)	-0.508 / -0.509	eV
HOMO-LUMO gap (spin up / spin down)	6.7 / 6.7	eV
spin multiplicity	1
relative energy (zero: lowest compared OMol25 entry of this formula, charge and spin)	179.4	kJ/mol

Element x y z (Å)
1 Pd -0.030792 0.271755 -0.349253
2 C 6.164577 2.445062 -0.421497
3 C 5.417337 1.745733 0.517190
4 C 4.196584 1.205021 0.158463
5 C 3.712873 1.341455 -1.144230
6 C 4.467023 2.036590 -2.079988
7 C 5.686671 2.588286 -1.714231
8 P 2.109959 0.535239 -1.444057
9 C 1.682201 0.592747 -3.210966
10 C 1.731517 1.751232 -3.984549
11 C 1.190586 1.766080 -5.260242
12 C 0.584089 0.633119 -5.778699
13 C 0.530450 -0.522434 -5.013490
14 C 1.068009 -0.543164 -3.739999
15 C 2.712131 -1.186656 -1.243886
16 C 3.861531 -1.619280 -1.856760
17 C 4.343437 -2.918850 -1.625652
18 C 3.684840 -3.748151 -0.760750
19 C 2.505129 -3.328189 -0.107214
20 C 1.816097 -4.161411 0.802607
21 C 0.687805 -3.714464 1.425347
22 C 0.183006 -2.420436 1.163655
23 C 0.802027 -1.589679 0.271126
24 C 1.993599 -2.025506 -0.367243
25 H 7.118307 2.874388 -0.144969
26 H 5.790781 1.625009 1.525830
27 H 3.604387 0.652268 0.881083
28 H 4.124860 2.126101 -3.100487
29 H 6.271590 3.127097 -2.448269
30 H 2.155008 2.658040 -3.580426
31 H 1.233043 2.677980 -5.841409
32 H 0.138346 0.654352 -6.764757
33 H 0.054134 -1.408435 -5.412381
34 H 0.985905 -1.433416 -3.129049
35 H 4.410909 -0.952709 -2.511039
36 H 5.246044 -3.253018 -2.120531
37 H 4.066876 -4.740178 -0.550035
38 H 2.202235 -5.155569 0.991998
39 H 0.163289 -4.354488 2.123976
40 H -0.701834 -2.104269 1.703653
41 N -3.561596 -2.290155 0.027571
42 C -3.872570 -1.673993 1.215067
43 C -3.013786 -0.620565 1.319153
44 N -2.193850 -0.592599 0.224566
45 C -2.541465 -1.603651 -0.533754
46 H -4.010189 -3.111532 -0.336859
47 H -4.661949 -2.026670 1.853188
48 H -2.926497 0.111771 2.102667
49 H -2.087133 -1.851686 -1.477787
50 C 0.101858 4.999069 2.423278
51 C 0.967008 3.733593 2.469752
52 C 1.272751 3.352948 3.926891
53 C 2.261161 3.936776 1.671492
54 C 0.231820 2.618732 1.871504
55 N -0.331120 1.699279 1.468524
56 H 0.662651 5.836877 2.838264
57 H -0.809970 4.872445 3.006686
58 H -0.175875 5.242550 1.398112
59 H 1.913969 4.110788 4.376320
60 H 1.772841 2.385916 3.973245
61 H 0.353581 3.290413 4.509152
62 H 2.827213 4.770211 2.088807
63 H 2.034863 4.149107 0.630346
64 H 2.880870 3.042769 1.701632
65 N -3.421748 1.322635 -2.191872
66 C -2.073308 1.501970 -2.069064
67 O -1.320561 0.512338 -2.288804
68 C -1.674850 2.857691 -1.783766
69 C -2.626867 3.880572 -1.647685
70 N -3.411508 4.722802 -1.535323
71 C -0.336541 3.199268 -1.622197
72 N 0.777978 3.488820 -1.490588
73 H -3.756939 0.376828 -2.211469
74 H -4.040914 2.043886 -1.861379

Atomic forces in eV per Å
1.339 -1.979 0.154
-0.028 0.023 -0.037
0.030 -0.029 0.023
-0.089 -0.014 -0.028
-0.343 0.628 0.432
-0.123 -0.095 -0.104
0.135 -0.020 0.008
-1.044 -1.575 0.041
-0.048 0.246 -0.135
0.041 -0.045 0.168
0.008 0.041 -0.105
0.034 0.042 0.068
0.005 -0.084 -0.075
0.103 0.046 0.082
0.221 0.128 -0.158
-0.128 0.026 0.054
0.040 -0.082 -0.002
0.027 0.014 0.001
-0.142 0.140 -0.020
-0.068 -0.127 0.059
0.164 -0.083 -0.057
-0.173 0.271 0.095
-0.446 1.485 -0.373
0.192 -0.189 -0.052
0.009 0.011 0.002
-0.024 -0.011 0.013
0.041 0.024 0.058
-0.008 0.052 0.007
-0.013 -0.006 -0.017
-0.072 0.075 0.046
-0.020 0.003 -0.010
0.034 -0.004 -0.012
-0.018 -0.025 0.039
-0.020 -0.045 -0.057
0.002 -0.002 -0.014
0.008 0.006 0.000
-0.003 -0.010 -0.025
-0.013 -0.018 0.028
0.005 0.016 0.030
-0.004 0.041 -0.100
0.019 0.064 0.029
-0.004 0.127 0.117
-0.006 -0.020 0.173
0.841 0.005 -0.356
-0.064 -0.060 -0.061
0.056 0.006 -0.095
-0.015 0.019 0.018
0.000 0.011 0.012
0.009 -0.017 -0.006
-0.078 -0.030 -0.114
0.204 0.346 0.168
-0.067 -0.077 -0.060
-0.031 -0.026 -0.030
-0.317 -0.411 -0.012
-0.015 0.666 0.370
0.043 -0.019 0.016
-0.016 -0.013 -0.005
0.014 0.011 -0.016
0.028 0.022 -0.028
0.080 0.022 0.044
-0.012 -0.019 0.014
-0.031 0.007 0.075
-0.013 0.020 -0.133
0.052 -0.031 0.047
-0.050 0.025 0.069
-0.344 -0.104 -0.683
-0.191 1.232 0.366
-0.074 -0.726 -0.017
-0.203 0.312 0.078
-0.060 -0.097 0.009
0.573 0.005 -0.083
0.121 -0.070 0.132
0.027 -0.002 -0.013
-0.090 -0.054 -0.047